This record from the Open Molecules 2025 dataset describes a cluster of 10 separate species, C102H216N10O4 in total. The level of theory is wB97M-V/def2-TZVPD.

Computed properties:
* net charge: +10
* HOMO energy: -23.844 eV
* 2S+1: 1

Geometry as XYZ:
```
332
Properties=species:S:1:pos:R:3:mulliken_charge:R:1
C -14.3064 -15.3432 27.3689 -1.7648
C -15.4734 -15.3357 28.2542 1.3471
C -16.7699 -15.1485 27.4126 -1.5093
C -18.0836 -15.4734 28.1309 0.2701
C -17.9332 -16.4674 29.3017 -1.8886
C -16.8075 -17.4350 29.2622 1.2452
N -15.5209 -16.7079 28.8941 0.9226
O -14.3529 -17.3640 29.0747 -0.2578
C -16.9954 -18.3861 28.0565 -1.4123
C -16.4767 -17.8957 30.6742 -1.5973
C -15.4270 -14.3573 29.4428 -1.5847
H -14.3711 -14.4946 26.7062 0.4231
H -14.2844 -16.2296 26.7335 0.4591
H -13.3431 -15.2118 27.8736 0.4151
H -16.7513 -15.6422 26.4538 0.4594
H -16.8093 -14.0938 27.1376 0.5265
H -18.7956 -15.8974 27.4093 -0.1091
H -18.5417 -14.6267 28.6686 0.3538
H -18.8511 -17.0948 29.3560 0.6274
H -17.8011 -15.8855 30.2131 0.5723
H -17.9954 -18.8519 28.2069 0.2405
H -16.2642 -19.1369 27.9686 0.5530
H -17.0587 -17.8992 27.0850 0.1964
H -16.2208 -17.0416 31.2889 0.4220
H -15.6932 -18.6346 30.6972 0.4893
H -17.2594 -18.4237 31.2131 0.3938
H -14.4676 -14.4699 29.9667 0.4369
H -16.2928 -14.5134 30.1087 0.3445
H -15.4890 -13.3550 29.0487 0.3957
C -24.2383 -16.2877 34.5678 -1.5042
C -24.4712 -16.1726 33.0301 1.0410
C -23.7492 -14.9053 32.4298 -1.2411
C -23.4351 -14.9109 30.9280 -0.4124
C -22.6846 -16.2361 30.5785 -0.9399
C -23.3546 -17.4876 30.9083 1.4702
N -23.8521 -17.3225 32.4219 0.7896
O -23.8071 -18.4543 33.1178 -0.2939
C -22.3479 -18.6724 31.0046 -2.0852
C -24.5303 -17.9140 30.0140 -1.4262
C -25.9353 -16.1727 32.5194 -1.3238
H -24.5944 -15.3803 35.0892 0.4070
H -23.1863 -16.3688 34.8116 0.4232
H -24.7362 -17.1714 34.9664 0.4538
H -22.7545 -14.8145 32.8802 0.4216
H -24.3279 -14.0586 32.7958 0.5118
H -22.6011 -14.2632 30.6811 0.4703
H -24.2352 -14.7293 30.1692 0.1208
H -21.7701 -16.3159 31.1791 0.5801
H -22.4072 -16.3625 29.5394 0.0561
H -22.7907 -19.6231 31.2534 0.6120
H -21.5839 -18.4000 31.7321 0.5478
H -21.8432 -18.7410 30.0100 0.3444
H -24.1204 -17.9544 28.9897 0.2834
H -25.2461 -17.1124 30.0281 0.3734
H -25.0317 -18.8479 30.2099 0.3964
H -26.4153 -17.1618 32.4989 0.3222
H -26.0201 -15.7823 31.5015 0.2083
H -26.4860 -15.5010 33.1920 0.4252
C -23.1835 -14.2050 24.3791 -1.7795
C -23.7928 -15.5043 25.0275 1.5847
C -24.6148 -16.3324 24.0323 -1.4167
C -23.8781 -16.9448 22.9333 -0.3098
C -22.7766 -17.8381 23.4918 -1.6249
C -21.8116 -17.1908 24.4927 2.4237
N -22.6872 -16.4470 25.3982 0.8086
O -22.3298 -16.4591 26.6700 -0.1109
C -20.8752 -16.2019 23.6884 -1.9969
C -21.0639 -18.2865 25.2732 -2.2896
C -24.6302 -15.2522 26.3144 -2.2231
H -24.0953 -13.5858 24.4099 0.3765
H -22.7915 -14.2683 23.3892 0.4448
H -22.4986 -13.6213 25.0062 0.4448
H -25.4238 -15.7039 23.6180 0.5024
H -25.0639 -17.1668 24.5970 0.4241
H -23.5911 -16.2695 22.1356 0.3704
H -24.6749 -17.6009 22.5119 0.2391
H -22.2424 -18.3846 22.6971 0.4311
H -23.3069 -18.6264 24.0449 0.4693
H -20.4663 -15.3906 24.2944 0.4156
H -21.3853 -15.7934 22.8189 0.1630
H -20.0479 -16.8331 23.4285 0.6483
H -20.2895 -17.9294 25.9275 0.4076
H -20.5114 -18.9509 24.6060 0.4645
H -21.6471 -18.9739 25.8563 0.5815
H -24.1482 -14.5334 26.9686 0.4866
H -24.7039 -16.1676 26.9121 0.4847
H -25.6293 -14.8867 26.0353 0.5177
C -16.2742 -17.7412 22.5840 -2.0919
C -15.6858 -17.9478 21.2187 1.2004
C -16.7462 -18.1038 20.0919 -0.6926
C -16.2311 -17.9632 18.6924 -0.6410
C -15.5190 -16.5790 18.6255 -1.1851
C -14.3616 -16.3606 19.5180 1.0068
N -14.9227 -16.7561 20.8890 1.0813
O -14.5692 -15.9619 21.8574 -0.4135
C -13.9769 -14.8707 19.5271 -1.5516
C -13.1672 -17.3317 19.1914 -1.4388
C -14.8435 -19.2726 21.1173 -1.4817
H -16.9097 -16.8520 22.6414 0.2840
H -15.4758 -17.5568 23.2968 0.5847
H -16.8694 -18.6029 22.8870 0.4851
H -17.6016 -17.4474 20.3711 0.1513
H -17.0667 -19.1421 20.3211 0.4109
H -17.1501 -17.7948 18.1180 0.2924
H -15.6864 -18.7934 18.2701 0.4620
H -16.1798 -15.7112 18.8272 0.4543
H -15.1226 -16.3603 17.6542 0.4706
H -14.7261 -14.1976 19.9479 0.3273
H -13.7868 -14.6934 18.4550 0.4447
H -13.0040 -14.8157 19.9756 0.4762
H -12.5870 -16.8238 18.4231 0.4402
H -13.4385 -18.2811 18.6993 0.3539
H -12.5039 -17.5725 20.0139 0.3776
H -13.9233 -19.2830 21.6723 0.3704
H -14.6921 -19.5883 20.0852 0.3761
H -15.5218 -20.0279 21.5574 0.4606
C -19.5312 -12.1493 21.2356 -0.9188
C -18.5394 -12.6215 22.2959 -0.6885
C -18.6276 -11.8514 23.5876 0.8436
C -18.0874 -10.3729 23.5026 -1.0861
N -18.3703 -9.6715 24.8714 0.6485
C -17.6588 -10.5241 26.0749 -0.7966
C -18.8207 -11.1424 26.8797 -0.0251
C -19.9092 -10.0747 26.7142 -1.1172
C -19.7734 -9.5593 25.2901 0.0164
C -17.7189 -8.2574 24.8106 -1.3272
C -18.1901 -7.2242 23.7749 -0.0410
C -17.3799 -5.9450 24.0692 -1.3707
H -20.5475 -12.3438 21.6152 0.1009
H -19.4210 -12.6727 20.3053 0.5288
H -19.5689 -11.0785 20.9975 0.2026
H -17.5756 -12.5207 21.7943 0.4065
H -18.6322 -13.7106 22.4501 -0.0423
H -17.9498 -12.3085 24.3147 -0.1271
H -19.6644 -11.9638 23.9669 -0.0862
H -18.5732 -9.7464 22.7393 0.3734
H -17.0412 -10.3972 23.2745 0.4325
H -17.1362 -9.8162 26.6957 0.5228
H -16.9221 -11.2324 25.6683 0.2400
H -18.5344 -11.2178 27.9326 0.6366
H -19.2062 -12.1135 26.5349 -0.0440
H -19.7806 -9.2254 27.4058 0.3930
H -20.9322 -10.4182 26.9006 0.3427
H -20.0308 -8.5056 25.2605 0.3064
H -20.3984 -10.0841 24.5513 -0.2035
H -16.6738 -8.4957 24.6183 0.5368
H -17.7984 -7.8616 25.8358 0.6063
H -19.2679 -7.1430 23.8351 0.3245
H -17.9237 -7.6478 22.7814 0.2864
H -16.3341 -6.0840 23.8568 0.3859
H -17.4598 -5.5833 25.1102 0.3665
H -17.8353 -5.1253 23.4787 0.3922
C -20.3912 -15.1185 19.1665 -0.9972
C -20.4760 -15.4175 17.6638 -0.7171
C -21.9253 -15.3588 17.0717 0.0033
C -21.6918 -15.4179 15.5975 -1.7888
N -22.8720 -15.4111 14.7111 0.2631
C -23.4407 -14.0251 14.6575 -0.5349
C -22.4301 -13.2385 13.8303 -0.8153
C -21.8839 -14.2358 12.8127 -0.6140
C -22.4464 -15.5607 13.2435 -0.5653
C -23.9232 -16.3705 15.1717 -1.1927
C -23.5513 -17.8513 15.2188 -0.1802
C -24.6299 -18.6943 15.9053 -1.3730
H -19.3856 -15.2697 19.5947 0.3571
H -21.0791 -15.7943 19.6776 0.3331
H -20.7063 -14.1496 19.4577 0.2176
H -20.0577 -16.4123 17.5065 0.2907
H -19.8495 -14.6689 17.1638 0.3685
H -22.5363 -14.5197 17.3827 0.3416
H -22.5167 -16.2484 17.3919 0.2259
H -21.1829 -16.3314 15.3776 0.4991
H -21.0282 -14.5844 15.3146 0.6092
H -24.4299 -14.0193 14.2170 0.5924
H -23.5177 -13.6492 15.6874 0.3386
H -22.8820 -12.3606 13.4221 0.4625
H -21.6752 -12.9142 14.5208 0.3609
H -22.1122 -14.1193 11.7442 0.3916
H -20.7963 -14.2259 12.8917 0.2947
H -23.3453 -15.8558 12.6968 0.5053
H -21.7076 -16.3967 13.2405 0.4112
H -24.7495 -16.2235 14.4611 0.6547
H -24.2290 -16.0103 16.1375 0.4431
H -22.5559 -17.9149 15.7075 0.3031
H -23.4309 -18.1352 14.1938 0.4226
H -24.3140 -19.7195 16.1283 0.4031
H -25.4806 -18.8030 15.2295 0.3981
H -24.9497 -18.1765 16.8478 0.2798
C -26.9952 -6.0270 19.0118 -1.1743
C -27.6072 -7.3911 19.3410 -0.6602
C -26.7228 -8.2734 20.3187 -0.1812
C -25.4289 -8.6272 19.5685 -1.3443
N -24.3919 -9.2682 20.3867 0.7868
C -23.6888 -8.2148 21.2882 -0.6789
C -22.1982 -8.6889 21.3013 -0.0694
C -21.9964 -9.1668 19.8525 -0.7521
C -23.2371 -9.9020 19.4984 -0.4695
C -24.9676 -10.3455 21.3139 -1.8451
C -25.7052 -11.5141 20.6360 -0.4321
C -26.1258 -12.4701 21.7762 -0.6681
H -26.4809 -5.5223 19.8827 0.2553
H -27.7507 -5.2957 18.7033 0.3890
H -26.2923 -6.1275 18.1854 0.3634
H -27.7014 -7.9188 18.3507 0.3112
H -28.6470 -7.3386 19.7277 0.4183
H -27.2890 -9.1913 20.4756 0.2597
H -26.5529 -7.7042 21.2443 0.2889
H -25.0965 -7.7681 19.0045 0.5617
H -25.7794 -9.3241 18.8072 0.4892
H -24.1744 -8.2761 22.2613 0.3274
H -23.8395 -7.2208 20.8720 0.5207
H -22.0898 -9.4744 22.0323 -0.1759
H -21.5054 -7.8789 21.4793 0.4996
H -21.1631 -9.8330 19.8015 0.3562
H -21.8834 -8.3053 19.1843 0.4378
H -23.2222 -10.9422 19.8371 0.1724
H -23.4136 -9.7711 18.4390 0.3558
H -25.6638 -9.7742 21.9059 0.7929
H -24.1247 -10.6990 21.8801 0.6633
H -25.0413 -12.0070 19.9156 0.3759
H -26.5656 -11.1985 20.0837 0.4089
H -25.2811 -13.0755 22.1443 -0.0571
H -26.9762 -13.1312 21.5763 0.5183
H -26.4110 -11.8443 22.6419 -0.0394
C -25.6634 -26.7238 22.0246 -1.3807
C -26.5946 -26.0363 21.0851 -0.3608
C -26.1773 -24.5988 21.1418 -0.2851
C -27.0396 -23.8952 20.1197 -1.1519
N -26.8793 -22.4309 19.9930 0.6705
C -27.2960 -21.6811 21.2341 -0.8601
C -26.5354 -20.3665 21.1900 -0.7783
C -25.2038 -20.7820 20.5558 -0.2720
C -25.4359 -22.1042 19.7371 -0.6475
C -27.6826 -21.8700 18.8492 -0.9750
C -29.1763 -22.0666 18.8555 -0.1175
C -29.8321 -21.3963 17.6535 -1.5240
H -25.8253 -26.2717 23.0278 0.3306
H -24.5694 -26.5474 21.8781 0.3155
H -25.7958 -27.7957 22.1152 0.4079
H -27.6066 -26.1995 21.4589 0.3448
H -26.6258 -26.3941 20.0436 0.4167
H -25.1051 -24.5047 20.9291 0.3152
H -26.3349 -24.2704 22.1857 0.2468
H -28.0700 -24.0440 20.4112 0.4066
H -26.9148 -24.3605 19.1576 0.4642
H -28.3739 -21.7097 21.3254 0.4877
H -26.8592 -22.2304 22.1000 0.3863
H -27.0251 -19.6828 20.5143 0.3171
H -26.5002 -19.9198 22.1737 0.5466
H -24.8153 -19.9521 19.9815 0.3650
H -24.4689 -20.9525 21.3702 0.2999
H -25.3096 -22.0531 18.6529 0.2144
H -24.7487 -22.9148 20.0519 0.2206
H -27.2188 -22.2929 17.9629 0.4705
H -27.3924 -20.8217 18.8777 0.3776
H -29.5374 -21.5950 19.7777 0.3142
H -29.5073 -23.1152 18.8071 0.2820
H -29.7053 -21.9746 16.7374 0.4044
H -29.5491 -20.4088 17.3196 0.3641
H -30.9202 -21.3440 17.7502 0.3996
C -22.5611 -24.8704 32.7467 -1.2648
C -21.7268 -25.6290 31.7105 -0.5748
C -20.3669 -25.0528 31.5286 -0.3494
C -19.6559 -25.8629 30.4299 -1.0540
N -18.3216 -25.2378 29.8851 0.2408
C -17.7447 -26.0995 28.8006 -0.5231
C -17.1402 -27.3172 29.5003 -0.7111
C -16.8078 -26.7653 30.9757 -0.7114
C -17.2336 -25.2892 30.9252 -0.5884
C -18.5469 -23.7931 29.5038 -1.3669
C -19.5178 -23.4449 28.3570 -0.3020
C -19.3983 -21.9589 28.0227 -1.2973
H -23.5590 -25.3228 32.7700 0.3999
H -22.6981 -23.8140 32.5097 0.2496
H -22.1210 -24.9361 33.7476 0.3581
H -22.2225 -25.6370 30.7278 0.3684
H -21.6770 -26.6561 31.9898 0.3898
H -19.7917 -25.1594 32.4617 0.3168
H -20.4809 -23.9932 31.3529 0.2417
H -20.3317 -26.0583 29.5761 0.4873
H -19.3653 -26.8395 30.8370 0.5706
H -16.8956 -25.5401 28.4005 0.3753
H -18.5029 -26.2386 28.0234 0.4473
H -16.2330 -27.7034 29.0290 0.3694
H -17.8509 -28.1730 29.5635 0.3162
H -15.7781 -26.8995 31.2306 0.4327
H -17.4680 -27.4148 31.5543 0.3041
H -16.4632 -24.6535 30.5177 0.5542
H -17.5446 -24.9766 31.9265 0.3905
H -17.5801 -23.4024 29.2722 0.5639
H -18.7844 -23.3828 30.4742 0.6279
H -20.5651 -23.6736 28.5864 0.3198
H -19.2736 -24.0004 27.4518 0.3239
H -19.4730 -21.3253 28.9060 0.3618
H -20.1726 -21.6858 27.2981 0.3857
H -18.4190 -21.8217 27.5390 0.3565
C -29.5003 -11.5297 23.9936 -0.6658
C -30.2252 -10.7860 25.0757 -0.9514
C -29.3233 -10.2061 26.0482 -0.2777
C -28.6998 -11.3446 26.8532 -0.9914
N -27.7111 -10.8994 27.9228 0.7131
C -28.4881 -10.1911 28.9904 -0.5316
C -28.0621 -10.8066 30.2864 -0.8724
C -27.9661 -12.3107 29.8562 -0.6111
C -27.1074 -12.1429 28.5862 -0.5309
C -26.6660 -9.9313 27.2663 -1.5298
C -25.7860 -10.5193 26.1119 1.2773
C -24.5792 -9.6097 25.8558 -1.4618
H -29.3702 -12.6079 24.2042 0.2908
H -28.4763 -11.1176 23.8295 -0.1634
H -30.0383 -11.5079 23.0464 0.4768
H -30.9440 -11.4610 25.5700 0.3739
H -30.8383 -9.9652 24.6423 0.4033
H -29.7930 -9.5307 26.7719 0.5409
H -28.5897 -9.5602 25.5127 0.1968
H -28.3139 -12.1416 26.2066 0.2307
H -29.5100 -11.8059 27.4447 0.6050
H -28.2712 -9.1324 28.8992 0.3440
H -29.5238 -10.4121 28.8017 0.4707
H -27.0817 -10.4531 30.6210 0.3200
H -28.7814 -10.6915 31.0815 0.4362
H -27.5468 -12.9803 30.6097 0.3659
H -29.0175 -12.5694 29.7035 0.3340
H -26.1059 -11.8711 28.8716 0.5071
H -27.1406 -12.9487 27.8580 -0.0170
H -26.0474 -9.6435 28.1363 0.5721
H -27.1833 -9.0240 26.9843 0.6077
H -26.4970 -10.6015 25.2533 -0.5363
H -25.5716 -11.5312 26.4604 -0.0591
H -23.9061 -9.9609 25.0696 0.3068
H -23.9202 -9.5560 26.7465 0.4040
H -24.8744 -8.5679 25.6634 0.4272
```